## P
Computed, not measured: a molecular structure, C4H9NS3, with the ωB97M-V functional and the def2-TZVPD basis.

Cartesian coordinates (Å):
1 S -2.4699 1.4074 0.2936
2 S -1.2459 0.7088 -1.0678
3 S -1.7606 -1.5081 0.5883
4 N -1.9298 -0.9316 -1.0612
5 C 0.3554 0.1903 -0.0275
6 C 1.4344 -0.1941 -1.0451
7 C 0.0355 -1.1350 0.6920
8 C 0.6388 1.2967 0.9215
9 H 0.9075 -0.7959 -1.6976
10 H -2.9297 -0.8767 -1.2008
11 H 0.8818 2.2813 0.3326
12 H 0.1525 -0.9792 1.8058
13 H 1.7681 0.6154 -1.7235
14 H 2.2574 -0.5497 -0.4951
15 H 0.6614 -1.9510 0.4254
16 H 1.4747 1.0557 1.7010
17 H -0.2318 1.3657 1.5585

Net charge: 0
Kohn-Sham gap, eV: 8.2
HOMO energy, eV: -7.80
Lowest unoccupied orbital energy, eV: 0.398

List of Löwdin charges in e, atom by atom: 0.125, 0.545, 0.744, -0.644, -0.733, -0.088, -0.440, -0.156, 0.046, -0.001, 0.126, 0.097, 0.096, 0.078, 0.065, 0.127, 0.012

---

## Q
Computed, not measured: a single C4H9NS3 molecule, with the ωB97M-V functional and the def2-TZVPD basis.

Cartesian coordinates (Å):
1 S -1.6539 2.1456 -0.1599
2 S -1.9084 -1.0892 -0.9414
3 S 0.9098 -1.2728 -0.1643
4 N -0.4700 0.9644 0.0780
5 C 2.7606 0.7116 -0.6693
6 C -0.5174 -0.2512 -0.2737
7 C 2.1504 -0.1449 0.4571
8 C -2.8706 -1.2328 0.6304
9 H 3.3154 0.1114 -1.4108
10 H -2.4721 1.5151 -1.0299
11 H 3.4446 1.4419 -0.2654
12 H 2.8981 -0.7447 0.9544
13 H 1.6846 0.4902 1.2053
14 H 1.8987 1.2060 -1.1416
15 H -2.2482 -1.7293 1.3848
16 H -3.2612 -0.2502 1.0126
17 H -3.6604 -1.8713 0.3338

Net charge: 0
Kohn-Sham gap, eV: 8.9
HOMO energy, eV: -8.29
Structure (SMILES): CCS/C(=N/S)SC
Lowest unoccupied orbital energy, eV: 0.560

List of Löwdin charges in e, atom by atom: 0.714, 0.786, 0.888, -0.471, -0.156, -1.112, -0.549, -0.354, 0.074, -0.167, 0.062, 0.061, 0.065, 0.061, 0.046, 0.047, 0.005

---

Stability check: which of them is most stable? Q.

---

## P
Computed, not measured: a single C5H10O2 molecule, with the ωB97M-V functional and the def2-TZVPD basis.

Cartesian coordinates (Å):
1 O 0.1296 1.4361 -0.3613
2 O 0.0483 -2.0261 0.4028
3 C -1.5130 -0.1080 0.1647
4 C 1.8151 -0.1965 -0.8451
5 C 0.8648 0.3482 0.2001
6 C -0.1988 -0.6738 0.7128
7 C -1.1921 1.3787 0.1464
8 H -1.6663 -0.4586 -0.8671
9 H 1.2608 -0.5448 -1.7225
10 H 1.4411 0.7179 1.0609
11 H -1.2467 1.7926 1.1689
12 H -0.1972 -2.1774 -0.5173
13 H 2.3965 -1.0286 -0.4398
14 H -2.3903 -0.3827 0.7598
15 H -1.8339 1.9810 -0.5025
16 H -0.2151 -0.6516 1.8086
17 H 2.4974 0.5936 -1.1694

Net charge: 0
Kohn-Sham gap, eV: 10.7
HOMO energy, eV: -9.70
Structure (SMILES): C[C@H]1OCC[C@H]1O
Lowest unoccupied orbital energy, eV: 0.971

List of Löwdin charges in e, atom by atom: -0.107, -0.024, -0.105, -0.033, -0.335, -0.337, -0.201, 0.126, 0.086, 0.146, 0.126, 0.092, 0.086, 0.122, 0.124, 0.151, 0.084

---

## Q
Computed, not measured: a single C5H10O2 molecule, with the ωB97M-V functional and the def2-TZVPD basis.

Cartesian coordinates (Å):
1 O 0.9156 -0.3425 0.5837
2 O -1.0113 1.5992 1.0060
3 C 0.5842 -0.1000 -0.7732
4 C -0.9140 0.0286 -0.9476
5 C -1.6800 0.9405 -0.0252
6 C -1.9160 -0.5392 0.0317
7 C 2.3053 -0.4839 0.7697
8 H -1.2156 -0.0358 -1.9894
9 H -2.4606 1.5790 -0.4347
10 H 2.8527 0.4066 0.4245
11 H -1.5480 -1.0802 0.8973
12 H -2.8420 -0.9225 -0.3889
13 H 2.6826 -1.3605 0.2218
14 H 0.9772 -0.9171 -1.4000
15 H -0.2873 1.0137 1.2862
16 H 1.0745 0.8345 -1.1007
17 H 2.4829 -0.6205 1.8390

Net charge: 0
Kohn-Sham gap, eV: 10.0
HOMO energy, eV: -9.06
Structure (SMILES): COC[C@H]1C[C@H]1O
Lowest unoccupied orbital energy, eV: 0.943

List of Löwdin charges in e, atom by atom: -0.221, -0.012, -0.191, -0.204, -0.326, -0.054, -0.098, 0.135, 0.144, 0.094, 0.110, 0.101, 0.092, 0.127, 0.076, 0.134, 0.093

---

Stability check: which of them is most stable? P.

---

## P
Computed, not measured: a single C4H6O2 molecule, with the ωB97M-V functional and the def2-TZVPD basis.

Cartesian coordinates (Å):
1 O -0.1028 -0.1870 -1.7067
2 O -1.8988 -1.4754 0.9337
3 C -0.9280 -1.2134 0.2798
4 C 0.7996 0.2388 0.5210
5 C -0.0554 1.4190 0.0913
6 C -0.4140 0.0361 -0.3572
7 H 0.1895 2.0806 -0.7338
8 H 0.8248 -0.4460 -1.7968
9 H 1.5432 -0.4730 0.1259
10 H -0.0190 -1.9178 0.1573
11 H -0.5635 1.9203 0.9148
12 H 0.6245 0.0177 1.5708

Net charge: 0
Kohn-Sham gap, eV: 10.6
HOMO energy, eV: -9.87
Structure (SMILES): O=CC1(O)CC1
Lowest unoccupied orbital energy, eV: 0.770

List of Löwdin charges in e, atom by atom: 0.017, 0.081, -0.239, -0.082, -0.004, -0.488, 0.111, 0.101, 0.122, 0.151, 0.115, 0.114

---

## Q
Computed, not measured: a single C4H6O2 molecule, with the ωB97M-V functional and the def2-TZVPD basis.

Cartesian coordinates (Å):
1 O -0.5521 -0.4053 1.1662
2 O -0.4136 -0.7475 -1.1151
3 C 0.0277 0.5954 -1.2248
4 C 0.6996 0.0807 1.0566
5 C 0.9736 1.0546 -0.1047
6 C -1.0688 -1.1518 0.0320
7 H -0.6738 1.4077 -1.3771
8 H -0.8514 -2.1972 0.0238
9 H 1.4775 -0.5827 1.5921
10 H 2.0112 0.9945 -0.2558
11 H 0.5550 2.0670 0.1781
12 H -2.1850 -1.1154 0.0287

Net charge: 0
Kohn-Sham gap, eV: 6.3
HOMO energy, eV: -7.01
Lowest unoccupied orbital energy, eV: -0.756

List of Löwdin charges in e, atom by atom: -0.071, -0.113, -0.070, -0.068, -0.188, -0.199, 0.072, 0.118, 0.135, 0.088, 0.150, 0.143

---

Stability check: which of them is most stable? P.

---

## P
Computed, not measured: 3 unconnected molecules or ions with the total composition C4H6O2, with the ωB97M-V functional and the def2-TZVPD basis.

Cartesian coordinates (Å):
1 O 0.1458 0.9663 -1.6273
2 O 2.5051 0.9771 0.1040
3 C 2.4021 0.3919 1.0743
4 C -0.6603 0.3986 -0.7291
5 C -1.0607 0.3547 0.7010
6 C -1.6244 -0.4230 -0.4835
7 H 1.2838 -2.0629 0.3502
8 H 0.8076 1.4926 -1.1584
9 H 0.6458 -1.9782 -0.0251
10 H -2.3732 -1.1363 -0.7814
11 H -0.4300 -0.1575 1.4391
12 H -1.6415 1.1767 1.1363

Net charge: 0
Kohn-Sham gap, eV: 9.7
HOMO energy, eV: -8.82
Lowest unoccupied orbital energy, eV: 0.907

List of Löwdin charges in e, atom by atom: 0.081, 0.013, 0.023, -0.392, -0.118, 0.001, 0.041, 0.083, 0.044, 0.092, 0.053, 0.079

---

## Q
Computed, not measured: a single C4H6O2 molecule, with the ωB97M-V functional and the def2-TZVPD basis.

Cartesian coordinates (Å):
1 O -0.4047 0.1730 0.7739
2 O 2.7352 0.0443 -1.0680
3 C 1.8096 -0.2094 -0.3153
4 C 0.4717 0.1695 -0.6283
5 C -1.2730 -0.9333 0.3050
6 C -0.1782 1.3489 -0.1238
7 H -1.1038 1.7461 -0.5491
8 H -1.8057 -1.2142 1.2045
9 H 0.4264 2.1050 0.3865
10 H -1.9258 -0.5951 -0.5020
11 H -0.6890 -1.7825 -0.0755
12 H 1.9372 -0.8525 0.5922

Net charge: 0
Kohn-Sham gap, eV: 9.0
HOMO energy, eV: -8.30
Lowest unoccupied orbital energy, eV: 0.693

List of Löwdin charges in e, atom by atom: -0.153, -0.001, -0.324, -0.090, -0.037, -0.066, 0.120, 0.090, 0.132, 0.103, 0.096, 0.131

---

Stability check: which of them is most stable? P.